The following is a DFT calculation (ωB97M-V with the def2-TZVPD basis set) of C5H7FS2 in the gas phase in a non-equilibrium geometry.

Properties
- relative energy (zero: lowest compared OMol25 entry of this formula, charge and spin) (kJ/mol) = 235.6
- energy (Ha) = -1090.84924
- highest occupied orbital energy (eV) = -8.9
- strongest force on any atom (eV/Å) = 5.839
- orbital gap (eV) = 9.562
- SMILES string = F[C@@]12CSCS[C@@H]1C2

The geometry in ORCA input format:
```
! wB97M-V def2-TZVPD RIJCOSX def2/J DEFGRID3
* xyz 0 1
F -0.6591 -1.8100 -0.8829
C -0.7283 -0.5417 -0.2547
C -0.9544 -0.4198 1.2340
S 0.7765 -0.9924 1.7357
C 1.9548 0.0236 0.7122
S 1.2476 1.5408 -0.0738
C 0.1639 0.3502 -0.9099
C -1.3263 0.5385 -1.0840
H -1.1618 0.5830 1.5385
H -1.5805 -1.1827 1.5054
H 2.3858 -0.4520 -0.0998
H 2.9093 0.4653 1.1104
H 0.5907 0.1159 -1.8225
H -1.6586 0.4281 -1.9857
H -1.9595 1.3533 -0.7230
*
```

These are the natural (NBO) partial charges, in e, on atoms 1 to 5: atom 1 (F): -0.35, atom 2 (C): 0.33, atom 3 (C): -0.49, atom 4 (S): 0.17, atom 5 (C): -0.66